(1)
This record from the OMol25 dataset describes a 18-piece molecular cluster, C74H135ClF24N24O2P4 overall in a non-equilibrium geometry. The level of theory is ωB97M-V/def2-TZVPD.

As for the charge: +6. The calculation puts the LUMO energy at -6.933 eV. As for the total energy: -233658.832 eV. As for the HOMO energy: -15.377 eV.

Geometry as XYZ:
```
264
Properties=species:S:1:pos:R:3:lowdin_charge:R:1
C 2.0195 2.5156 -5.1753 -0.0550
C 3.1547 1.7030 -5.8380 -0.1379
N 3.6983 2.3352 -7.0716 -0.0235
C 4.4462 3.5103 -7.1058 0.0130
C 4.7747 3.7521 -8.4143 0.0191
N 4.1210 2.7902 -9.1818 -0.0924
C 3.5242 1.9485 -8.3230 0.0015
C 4.1995 2.7541 -10.6085 0.0183
H 1.6876 2.0699 -4.2420 0.0787
H 1.1615 2.4846 -5.8564 0.0860
H 2.3589 3.5043 -4.9282 0.0557
H 2.8593 0.6715 -6.0358 0.1000
H 3.9450 1.6793 -5.0632 0.1305
H 4.7802 4.0791 -6.2637 0.1331
H 5.3097 4.5085 -8.8735 0.1158
H 2.9124 1.1037 -8.5701 0.1751
H 3.2102 2.5968 -11.0544 0.1174
H 4.9435 2.0277 -10.8456 0.1035
H 4.4527 3.7771 -10.9193 0.1130
C -1.1300 -10.2555 -9.2750 -0.0739
C -1.1426 -10.2214 -7.7669 -0.1609
N -0.3564 -9.0746 -7.2441 -0.0502
C -0.5267 -8.4436 -6.0291 -0.0032
C 0.5522 -7.7084 -5.8669 -0.0249
N 1.4178 -7.8984 -6.9250 -0.0357
C 0.8061 -8.7591 -7.7429 -0.0329
C 2.7282 -7.1699 -7.1279 0.0575
H -1.3072 -9.2571 -9.6522 0.0836
H -1.9476 -10.9432 -9.6719 0.1207
H -0.1495 -10.6103 -9.6471 0.0833
H -0.8544 -11.1402 -7.2159 0.1451
H -2.1540 -9.9669 -7.3752 0.1352
H -1.3241 -8.6481 -5.3466 0.1417
H 0.8367 -7.0485 -5.0280 0.1525
H 1.2943 -9.1679 -8.6428 0.1847
H 2.9070 -6.5993 -6.2298 0.0788
H 2.6324 -6.4276 -7.8899 0.0928
H 3.5852 -7.7791 -7.3739 0.0986
C -1.0734 -3.4778 9.1653 -0.0848
C -1.2236 -3.8632 10.6023 -0.1426
N 0.0420 -4.3042 11.3127 -0.0248
C 1.2766 -4.5852 10.7094 0.0193
C 2.1268 -4.8501 11.7421 -0.0013
N 1.4740 -4.5214 12.9214 -0.0777
C 0.1996 -4.2153 12.5920 -0.0437
C 1.9814 -4.8061 14.3116 0.0586
H -0.5795 -2.5321 8.9602 0.0906
H -2.0803 -3.2899 8.7710 0.0951
H -0.6513 -4.2499 8.5451 0.0741
H -1.9744 -4.6908 10.7519 0.1503
H -1.6258 -2.9962 11.1080 0.1217
H 1.3880 -4.8026 9.6657 0.1300
H 3.1548 -5.1532 11.6823 0.1375
H -0.4602 -3.9224 13.4135 0.1840
H 1.7422 -5.8540 14.4917 0.1090
H 1.4530 -4.0880 14.9422 0.1050
H 3.0532 -4.6647 14.2852 0.0994
C 2.1325 -1.8383 -1.6408 -0.0551
C 1.9080 -2.1303 -0.1641 -0.1769
N 0.5453 -1.8447 0.3149 -0.0075
C -0.2264 -0.7497 -0.1212 -0.0186
C -1.4331 -0.8566 0.4504 -0.0145
N -1.4698 -2.0557 1.1694 -0.0466
C -0.2439 -2.5948 1.0661 -0.1004
C -2.6394 -2.5797 1.8945 0.0298
H 1.5844 -2.5306 -2.2570 0.0333
H 3.1815 -1.9130 -1.7785 0.0660
H 1.8180 -0.8999 -1.9674 0.0421
H 2.6100 -1.7577 0.5211 0.0626
H 1.9661 -3.2260 0.1011 0.0888
H 0.1576 0.0251 -0.7493 0.1156
H -2.2856 -0.2036 0.5218 0.1246
H -0.0211 -3.5754 1.4880 0.1393
H -2.8092 -3.5960 1.6039 0.0905
H -3.5345 -2.0355 1.6941 0.0584
H -2.3968 -2.4576 2.9598 0.1049
C -8.0858 1.5285 -4.8898 -0.0484
C -7.5019 2.7041 -4.1174 -0.1347
N -6.0110 2.8455 -4.2042 -0.0431
C -5.2674 3.0484 -5.3287 -0.0157
C -3.9600 3.2314 -4.9465 0.0268
N -3.9560 3.0772 -3.5572 -0.0688
C -5.1983 3.0055 -3.1296 -0.0177
C -2.8210 3.1635 -2.5939 0.0436
H -9.1023 1.8229 -5.1255 0.0816
H -8.2143 0.6566 -4.2307 0.0838
H -7.5720 1.2408 -5.8104 0.0795
H -7.6990 2.6878 -3.0521 0.1164
H -7.7555 3.7227 -4.4525 0.1361
H -5.6887 2.8892 -6.3276 0.1465
H -3.0689 3.3724 -5.4798 0.1179
H -5.4561 2.8841 -2.1205 0.1329
H -2.9216 2.2722 -1.9566 0.0871
H -2.7793 4.1122 -2.0557 0.1012
H -1.8959 3.1733 -3.1872 0.0893
C -2.8396 10.9278 4.8508 -0.0738
C -3.3248 11.8672 3.7794 -0.1536
N -4.6493 12.4017 4.0840 -0.0592
C -5.4693 13.1362 3.2753 -0.0181
C -6.6106 13.4572 3.9411 0.0468
N -6.4623 12.8346 5.2201 -0.0670
C -5.2808 12.1677 5.2281 -0.0089
C -7.4593 12.6833 6.2674 0.0250
H -1.7780 10.7914 4.7614 0.0839
H -3.2819 9.9059 4.9288 0.1125
H -2.9509 11.4584 5.7731 0.0660
H -3.5266 11.3384 2.8337 0.1414
H -2.6535 12.7232 3.6304 0.1449
H -5.0863 13.5836 2.3570 0.1515
H -7.3885 14.1303 3.5854 0.1479
H -4.9278 11.5963 6.0603 0.1532
H -7.7603 13.6581 6.6198 0.1114
H -7.0625 11.9680 6.9596 0.0963
H -8.3380 12.2101 5.8773 0.0998
C 6.1715 -1.8869 -3.7463 -0.0510
C 6.2924 -3.3783 -4.0445 -0.1749
N 5.1942 -4.0898 -3.3944 -0.0354
C 3.8882 -4.1060 -3.8689 -0.0357
C 3.1488 -4.7190 -2.9506 -0.0603
N 3.9549 -5.0467 -1.8626 -0.0582
C 5.1677 -4.5916 -2.1012 -0.0167
C 3.5994 -5.7199 -0.6300 -0.0379
H 6.8401 -1.3245 -4.3930 0.0789
H 6.4453 -1.6986 -2.7289 0.0494
H 5.1001 -1.5999 -3.9351 0.0942
H 7.2629 -3.9137 -3.9297 0.1409
H 6.1662 -3.4616 -5.1295 0.1209
H 3.6115 -3.7112 -4.8209 0.1024
H 2.0901 -4.8922 -2.8179 0.0233
H 6.0520 -4.5218 -1.4274 0.1677
H 4.0643 -5.1208 0.1772 0.0786
H 3.9866 -6.7454 -0.6344 0.0967
H 2.5326 -5.7892 -0.4376 -0.0074
C 4.3120 8.2403 -1.1531 -0.0376
C 4.4010 9.4626 -2.1229 -0.0987
N 5.0911 10.6914 -1.5305 -0.0379
C 6.2588 10.5787 -0.8571 -0.0219
C 6.5941 11.8174 -0.4001 0.0145
N 5.6362 12.7199 -0.8443 -0.0746
C 4.7355 11.9625 -1.5592 0.0085
C 5.6578 14.1509 -0.6380 0.0176
H 3.6171 7.5185 -1.5818 0.0684
H 3.9435 8.5544 -0.2074 0.0727
H 5.2480 7.7109 -1.0398 0.0716
H 3.4196 9.7861 -2.4877 0.1251
H 4.8367 9.2544 -3.0796 0.1164
H 6.7871 9.6803 -0.6370 0.1352
H 7.3585 12.1732 0.2525 0.1389
H 3.8733 12.2679 -2.1157 0.1638
H 4.8428 14.5640 -1.2568 0.1138
H 6.6308 14.5965 -0.9390 0.1265
H 5.4700 14.3859 0.3692 0.0858
C -1.8773 -1.1709 -3.2758 -0.0650
C -1.6993 -2.6535 -3.1003 -0.1727
N -2.8811 -3.4036 -2.6746 -0.0255
C -2.8557 -4.5917 -2.0401 -0.0630
C -4.1175 -4.9368 -1.6786 0.0006
N -4.9432 -3.8979 -2.1107 -0.0836
C -4.1703 -2.9571 -2.6145 0.0042
C -6.3860 -3.9809 -1.9852 0.0094
H -2.1438 -0.6932 -2.3474 0.0523
H -2.6567 -0.9190 -4.0298 0.0958
H -0.9487 -0.8136 -3.6729 0.0629
H -0.9772 -2.9603 -2.2659 0.0823
H -1.4258 -3.1326 -4.0502 0.1215
H -1.9058 -5.0174 -1.8536 -0.0076
H -4.5295 -5.8539 -1.2289 0.1452
H -4.4501 -2.0016 -2.9449 0.1392
H -6.7235 -4.0035 -0.9640 0.0965
H -6.6587 -4.9617 -2.4651 0.1204
H -6.8930 -3.2093 -2.5350 0.0898
C 2.4795 1.7220 0.1103 -0.0462
C 2.5462 1.8303 1.6107 -0.1410
N 3.8430 1.5886 2.2781 -0.0359
C 4.9266 2.3761 2.0693 -0.0242
C 5.8935 1.8912 2.8546 -0.0487
N 5.3911 0.9223 3.6491 -0.0540
C 4.1154 0.7376 3.2442 -0.0237
C 6.0947 -0.0890 4.4976 0.0424
H 1.5106 2.0799 -0.2021 0.0560
H 2.5005 0.6867 -0.1857 0.0554
H 3.2734 2.3118 -0.3015 0.0736
H 1.9249 1.0927 2.1638 0.1224
H 2.1490 2.8348 1.9264 0.1478
H 4.9028 3.1035 1.2569 0.1450
H 6.8556 2.3000 2.9393 0.1244
H 3.3479 0.0436 3.6664 0.1516
H 5.4542 -0.4089 5.3590 0.1137
H 6.9061 0.4464 4.9788 0.0920
H 6.3892 -0.8841 3.7668 0.0910
C -9.0989 -1.1237 3.7867 -0.0403
C -9.9494 -0.3257 4.8192 -0.1038
N -11.4134 -0.6512 4.6756 -0.0340
C -12.1127 -1.2205 3.6397 -0.0089
C -13.4355 -1.1307 3.8966 0.0320
N -13.5124 -0.4863 5.1277 -0.0819
C -12.2546 -0.2194 5.5326 -0.0409
C -14.6886 -0.1344 5.8343 0.0082
H -9.1400 -0.6011 2.8395 0.0713
H -9.5425 -2.1302 3.5715 0.0937
H -8.1304 -1.0975 4.2513 0.0782
H -9.7727 0.6907 4.6818 0.1081
H -9.8232 -0.5995 5.8471 0.1195
H -11.6910 -1.6549 2.7543 0.1350
H -14.1916 -1.6161 3.3213 0.1439
H -11.9841 0.1976 6.4825 0.1775
H -15.1434 -0.9979 6.3134 0.1131
H -15.4513 0.2720 5.1467 0.1244
H -14.3807 0.5795 6.5726 0.0985
C 8.2476 -8.4436 3.2624 -0.0534
C 6.6648 -8.4678 2.9470 -0.1400
N 5.9161 -7.2257 3.1059 -0.0395
C 4.5513 -7.0844 2.8930 -0.0052
C 4.2524 -5.7783 3.0651 -0.0178
N 5.4003 -5.0992 3.4214 -0.0564
C 6.3241 -6.0125 3.5066 -0.0489
C 5.4318 -3.6231 3.6766 0.0308
H 8.4994 -8.0853 4.2887 0.0809
H 8.7334 -7.7393 2.5483 0.0781
H 8.7104 -9.4275 3.0851 0.0835
H 6.1449 -9.1889 3.5535 0.1159
H 6.6118 -8.8330 1.8929 0.1356
H 3.9382 -7.9190 2.5508 0.1472
H 3.3148 -5.2496 2.9137 0.1266
H 7.3523 -5.6545 3.7035 0.1801
H 4.6448 -3.1215 3.0337 0.0818
H 6.4683 -3.2573 3.4114 0.1136
H 5.2423 -3.5927 4.7399 0.0954
C 6.5050 -0.9739 0.3178 -0.0121
C 5.3370 -1.8449 0.5835 -0.7720
O 4.5358 -1.4852 1.4466 -0.0519
O 5.3411 -2.9636 0.0124 -0.0681
H 7.0153 -0.7633 1.2391 0.0630
H 6.1758 0.0092 0.0274 0.0721
H 7.1283 -1.4566 -0.3923 0.0580
Cl 0.3644 -4.9510 -1.1538 -0.0479
P -5.9073 0.2795 -0.0491 0.2354
F -5.1470 -1.1287 0.4745 -0.2159
F -6.3599 -0.6804 -1.3774 -0.2316
F -7.2225 -0.1750 0.7147 -0.1495
F -6.7115 1.5202 -0.6267 -0.1483
F -5.4249 1.1060 1.2663 -0.1533
F -4.5959 0.7599 -0.9578 -0.2062
P 1.7537 -2.4974 4.1963 0.1508
F 0.2873 -3.1522 3.8840 -0.1724
F 2.3215 -3.2929 2.9902 -0.1237
F 1.3348 -1.2703 3.1279 -0.1899
F 3.1514 -1.7217 4.5127 -0.1803
F 1.1570 -1.6405 5.3923 -0.1387
F 2.1210 -3.7284 5.1849 -0.1529
P 0.9969 5.1038 -1.9604 0.1521
F 0.2762 4.6052 -3.3849 -0.2173
F 1.2161 6.6194 -2.5352 -0.1762
F -0.5078 5.5919 -1.5454 -0.1893
F 1.5923 5.5111 -0.5544 -0.1370
F 0.6154 3.5862 -1.4446 -0.2051
F 2.4040 4.5841 -2.4295 -0.1366
P 1.1990 -2.2866 -6.1368 0.1475
F 1.2434 -1.7774 -4.5913 -0.1606
F 0.9151 -0.7583 -6.6423 -0.1821
F 2.7315 -2.0306 -6.3209 -0.1422
F 1.1588 -2.7939 -7.6910 -0.1757
F 1.4654 -3.8058 -5.6743 -0.1666
F -0.4307 -2.5538 -6.0622 -0.1805
```


(2)
This record from the OMol25 dataset describes C42H39ClN9PbSSb as an isolated structure. The level of theory is ωB97M-V/def2-TZVPD.

The relative energy (zero: lowest compared OMol25 entry of this formula, charge and spin) is 0.276 eV. The calculation puts the LUMO energy at -0.562 eV. As for the total energy: -92743.108 eV. As for the HOMO energy: -7.629 eV.

Geometry as XYZ:
```
94
Properties=species:S:1:pos:R:3:lowdin_charge:R:1
Pb -1.4395 0.2589 -1.7177 1.0562
C -4.6478 -1.0913 1.4841 -0.0624
C -4.2429 -2.3270 1.9807 -0.0676
C -3.1895 -2.9782 1.3784 -0.0306
C -2.5561 -2.4079 0.2629 -0.3589
N -2.9032 -1.1771 -0.1477 -0.0306
C -3.9291 -0.5509 0.4400 -0.1579
N -1.5954 -3.2013 -0.3425 0.1665
C -1.0734 -3.0370 -1.5092 -0.3122
N -1.1971 -2.0042 -2.4107 -0.0264
C -0.4479 -2.2858 -3.5191 -0.3393
N -0.2981 -1.6185 -4.6158 0.1588
C -0.9945 -0.4916 -4.9902 -0.3279
C -0.8528 -0.1184 -6.3414 -0.0112
C -1.5896 0.9211 -6.8566 -0.0683
C -2.4704 1.6077 -6.0202 -0.0718
C -2.5149 1.2459 -4.6940 -0.1777
N -1.7851 0.2426 -4.1795 -0.0218
C 0.2290 -3.5927 -3.3273 -0.1034
C 1.0605 -4.3272 -4.1469 -0.0073
C 1.4752 -5.5746 -3.6891 -0.0746
C 1.0538 -6.0615 -2.4543 -0.0755
C 0.2207 -5.3088 -1.6316 -0.0099
C -0.1732 -4.0674 -2.0870 -0.1053
H -5.4900 -0.5582 1.9031 0.1045
H -4.7501 -2.7702 2.8281 0.1087
H -2.8404 -3.9432 1.7192 0.1114
H -4.1587 0.4407 0.0578 0.0854
H -0.1654 -0.6887 -6.9504 0.1100
H -1.4877 1.2078 -7.8956 0.1067
H -3.0852 2.4204 -6.3829 0.1038
H -3.1275 1.7893 -3.9806 0.0488
H 1.3693 -3.9384 -5.1088 0.1133
H 2.1285 -6.1793 -4.3053 0.1011
H 1.3706 -7.0463 -2.1345 0.1012
H -0.1187 -5.6807 -0.6728 0.1131
C 2.0037 4.9120 -3.5590 0.0014
C 2.3814 3.6109 -2.9592 -0.3295
N 3.5448 3.2518 -2.5363 0.1313
N 3.3583 1.9780 -2.0722 0.0408
C 2.1043 1.5293 -2.2066 -0.7497
S 1.5117 0.0376 -1.7311 0.6178
N 1.4650 2.5851 -2.7788 -0.0887
N 0.1408 2.5428 -3.1476 0.0876
H 2.8625 5.5777 -3.5508 0.0873
H 1.1905 5.3641 -2.9891 0.0887
H 1.6615 4.7808 -4.5866 0.0850
H 4.1084 1.4724 -1.6329 0.1498
H -0.5054 3.0230 -2.5262 -0.0125
H 0.0019 2.8271 -4.1079 0.1078
C -0.8826 -2.7535 4.0952 -0.0792
C -0.2639 -1.6366 4.9044 -0.3056
C -0.0664 -1.8325 6.2725 -0.0599
C 0.4451 -0.8299 7.0784 -0.0870
C 0.7834 0.3951 6.5185 -0.0857
C 0.6032 0.5971 5.1596 -0.1304
C 0.0767 -0.4039 4.3424 -0.3156
Sb -0.1815 0.0049 2.2227 1.5396
C -0.7543 2.0719 2.5293 -0.3359
C -1.6774 2.2582 3.5652 -0.1500
C -2.2027 3.5050 3.8517 -0.0893
C -1.8244 4.5989 3.0840 -0.0818
C -0.9474 4.4196 2.0307 -0.0530
C -0.4106 3.1648 1.7304 -0.3042
C 0.4986 3.0674 0.5302 -0.0868
C 1.9638 0.1633 1.9453 -0.3330
C 2.6498 1.3220 2.2945 -0.1345
C 4.0151 1.4433 2.0699 -0.0919
C 4.7079 0.3866 1.4963 -0.0984
C 4.0340 -0.7836 1.1733 -0.0647
C 2.6650 -0.9166 1.3937 -0.3452
C 1.9784 -2.2130 1.0450 -0.0888
H -0.6128 -3.7251 4.5089 0.0808
H -0.5707 -2.7277 3.0508 0.0229
H -1.9725 -2.6728 4.1137 0.0766
H -0.3259 -2.7918 6.7081 0.1085
H 0.5822 -1.0030 8.1389 0.1007
H 1.1842 1.1906 7.1349 0.1015
H 0.8653 1.5579 4.7343 0.0907
H -1.9814 1.4091 4.1688 0.0917
H -2.9061 3.6227 4.6672 0.1011
H -2.2319 5.5805 3.2932 0.1015
H -0.6776 5.2630 1.4039 0.1137
H 0.0384 3.5996 -0.3051 0.0515
H 0.6752 2.0328 0.2360 0.0115
H 1.4674 3.5311 0.7348 0.0881
H 2.1135 2.1516 2.7423 0.0900
H 4.5327 2.3561 2.3397 0.1004
H 5.7733 0.4672 1.3142 0.0988
H 4.5819 -1.6151 0.7422 0.1083
H 2.6774 -2.9164 0.5927 0.0812
H 1.1603 -2.0513 0.3383 0.0266
H 1.5529 -2.6810 1.9371 0.0722
Cl -2.7486 2.7929 -1.4868 -0.3031
```


| no. | orbital gap (eV) |
| --- | --- |
| 1 | 8.444 |
| 2 | 7.067 |